1.
# C26H31BrMnN3OSe

A molecular structure, C26H31BrMnN3OSe (ωB97M-V/def2-TZVPD, the OMol25 dataset).

The geometry in XYZ format:
```
64
Properties=species:S:1:pos:R:3
H 0.963 4.770 7.408
Br -0.149 2.827 1.243
N 2.187 -0.483 0.530
H -1.272 -2.225 2.789
H -0.097 0.341 6.353
H 0.243 2.937 8.717
N -0.957 0.519 -4.080
H 1.146 1.751 7.763
H -1.774 4.331 5.906
C -1.170 -1.947 5.533
C -0.103 -1.525 4.507
C -0.131 3.081 6.598
Mn 0.172 -0.145 0.014
C 4.003 -2.063 0.557
O -0.232 -0.134 1.900
H 4.417 -3.017 0.261
H 0.694 4.887 5.672
H -0.148 3.869 3.959
H -0.642 -4.411 -2.906
H 2.060 -1.575 4.329
H -2.193 -1.028 -0.318
C -0.131 2.210 5.341
H -0.298 -3.454 3.615
H -0.580 1.523 8.068
H -1.845 0.216 -1.583
C -1.515 3.720 6.773
C 4.718 -1.231 1.364
H -1.240 -2.289 -1.815
C 2.899 0.310 1.339
H 5.707 -1.526 1.694
C 0.072 -3.912 -2.269
N 0.557 -2.037 -0.858
C 1.295 -1.841 5.061
C 1.375 -4.414 -2.052
C -0.198 0.847 -3.271
H -2.211 0.707 0.120
H -2.283 2.951 6.880
C -0.156 2.794 4.078
H 2.410 1.234 1.629
C -1.770 -0.046 -0.530
H -1.141 -3.032 5.665
H 0.462 -2.280 2.525
H -1.540 4.358 7.662
C 0.920 4.192 6.480
C 2.697 -1.693 0.131
C -0.315 -2.415 3.273
H 1.910 3.772 6.291
H -2.167 -1.676 5.180
C -0.145 0.821 5.387
H 4.693 0.687 2.427
H 1.383 -2.910 5.277
H 1.693 -5.338 -2.521
H 1.499 -1.289 5.981
C 4.161 0.002 1.783
C 2.246 -3.719 -1.269
C -0.213 0.594 2.980
C -0.187 -0.005 4.263
Se 1.009 1.361 -1.969
C 0.189 2.268 7.854
H -1.025 -1.496 6.515
H 3.256 -4.080 -1.130
C -0.265 -2.729 -1.658
C -0.189 2.005 2.949
C 1.845 -2.499 -0.663
```

Properties
* energy above the lowest of the compared OMol25 structures with the same formula, charge and spin: 0.0 kJ/mol
* total charge: -1
* 2S+1: 6
* HOMO energy (alpha / beta): -0.09326 / -0.18638 Ha
* calculated total energy: -200695.133 eV
* orbital gap (alpha / beta): 4.954 / 7.486 eV



2.
# C26H72F3O13

12 unconnected molecules or ions with the total composition C26H72F3O13 at a distorted geometry (ωB97M-V/def2-TZVPD, the OMol25 dataset).

The geometry in XYZ format:
```
114
Properties=species:S:1:pos:R:3
C -9.772 -11.278 34.836
H -4.371 -14.806 33.317
H -10.287 -4.149 23.430
C -6.660 -5.802 32.815
H -6.890 -16.378 33.820
C -3.778 -13.235 23.833
H -9.608 -9.516 36.143
C -14.235 -13.729 30.615
H -9.583 -13.658 20.568
H -13.249 -7.110 31.348
O -11.238 -12.660 22.478
O -11.249 -10.514 36.746
H -11.406 -7.974 24.100
H -9.837 -6.566 24.028
H -4.993 -12.003 22.527
H -4.269 -2.628 25.786
C -6.258 -15.528 34.079
H -11.873 -8.254 30.940
H -11.659 -20.872 34.552
H -11.965 -4.458 23.593
C -5.870 -4.593 33.305
H -1.057 -15.259 30.838
C -12.206 -7.222 31.053
H -13.438 -23.676 33.610
O -8.990 -13.642 28.137
H -0.578 -15.283 29.154
C -4.263 -3.876 27.147
C -9.230 -15.967 28.481
C -11.301 -21.194 33.574
H -3.617 -4.433 26.468
H -9.171 -16.871 27.874
H -7.291 -14.922 28.448
H -10.344 -21.691 33.732
C -7.613 -11.657 28.159
H -12.884 -12.471 28.102
O -12.600 -23.273 33.846
C -13.628 -12.455 29.907
H 0.526 -14.492 30.396
H -1.259 -11.739 30.780
H -4.729 -13.505 24.293
H -14.195 -11.623 30.326
H -10.505 -11.742 34.176
H -11.043 -9.539 35.044
H -11.451 -6.898 31.770
H -7.283 -6.293 33.563
H -11.165 -20.292 32.977
O -4.798 -2.714 26.583
C -5.275 -4.786 27.804
F -7.948 -11.197 29.285
H -9.523 -12.168 35.415
C -4.975 -15.713 33.319
C -8.274 -14.894 27.978
C -10.781 -6.085 24.284
H -9.175 -15.049 21.574
C -4.120 -11.885 23.170
H -10.912 -14.533 23.309
H -3.289 -11.592 22.528
O -0.884 -12.604 30.962
C -0.493 -14.714 30.080
C -10.849 -14.062 22.329
O -4.320 -16.905 34.002
O -5.941 -6.875 32.231
F -7.375 -10.538 27.381
H -10.254 -15.607 28.570
H -11.038 -6.385 29.308
H -6.130 -15.539 35.161
H -6.579 -7.534 31.947
H -3.475 -15.148 23.289
H -11.609 -9.689 37.079
H -8.956 -10.953 34.190
H -12.571 -5.614 29.678
H -14.282 -13.647 31.701
H -11.820 -22.835 32.161
H -13.657 -14.647 30.517
H -7.275 -5.382 32.019
C -12.237 -22.243 32.976
H -12.129 -7.890 28.208
H -15.258 -14.039 30.402
H -0.800 -13.004 28.830
O -11.795 -7.099 24.042
H -6.682 -14.588 33.726
O -3.415 -14.287 22.869
C -10.389 -10.126 35.688
H -12.599 -12.168 30.124
H -8.130 -15.152 26.929
C -12.047 -6.570 29.676
C -8.608 -12.558 27.327
H -10.993 -12.382 23.364
H -5.254 -16.151 32.360
H -10.688 -5.787 25.328
H -10.927 -5.323 22.331
F -6.401 -12.313 28.356
H -4.129 -16.720 34.925
H -11.642 -14.511 21.730
H -3.461 -3.636 27.845
O -9.862 -11.936 26.966
H -6.647 -3.868 33.549
C -1.179 -13.429 29.760
O -12.762 -7.355 28.693
C -11.023 -4.949 23.351
C -9.465 -13.998 21.597
H -2.928 -13.188 24.514
H -13.164 -21.845 32.564
O -13.715 -12.730 28.507
H -5.196 -4.716 34.152
H -5.915 -5.113 26.984
H -2.259 -13.553 29.683
H -8.602 -13.657 22.168
H -8.085 -12.961 26.459
H -5.848 -4.164 28.492
H -4.473 -11.040 23.760
H -8.939 -16.234 29.497
H -4.805 -5.648 28.276
H -5.166 -4.174 32.586
```

Properties
* energy above the lowest of the compared OMol25 structures with the same formula, charge and spin: 491.3 kJ/mol
* total charge: -1
* HOMO energy: -0.14987 Ha
* calculated total energy: -62893.230 eV
* orbital gap: 5.903 eV



3.
# C3H5F2NO3S

C3H5F2NO3S in the gas phase at a distorted geometry (ωB97M-V/def2-TZVPD, the OMol25 dataset).

The geometry in XYZ format:
```
15
Properties=species:S:1:pos:R:3
C -1.041 -0.243 -0.042
F -2.628 -0.259 1.764
S 1.952 0.035 0.222
H -2.005 -0.512 -2.108
H -0.557 0.406 -2.103
O 0.174 -0.148 0.629
O 2.150 0.590 -1.060
F -3.469 -0.381 -0.246
C -0.997 -0.410 -1.620
N 2.324 0.977 1.510
H -0.448 -1.303 -1.831
C -2.333 -0.301 0.448
H 2.334 2.020 1.554
O 2.613 -1.174 0.499
H 1.932 0.704 2.387
```

Properties
* SMILES: CC(OS(N)(=O)=O)=C(F)F
* energy above the lowest of the compared OMol25 structures with the same formula, charge and spin: 105.9 kJ/mol
* HOMO energy: -0.32686 Ha
* calculated total energy: -27091.727 eV
* orbital gap: 8.927 eV